1.
20
Properties=species:S:1:pos:R:3 method="wB97M-V/def2-TZVPD" de_lowest_kj_mol=137.4 e_homo_ev=-7.87 smiles="CC(C)=CN.O.O" gap_ev=8.521
C -0.2724 0.4275 1.6801
C -0.1669 0.9020 0.2566
C -1.3415 0.8503 -0.6958
C 0.9916 1.3636 -0.2894
N 1.9484 1.9838 0.5575
H 0.0962 -0.5849 1.8005
H -1.3246 0.4296 1.9553
H 0.2245 1.1629 2.3317
H -1.8940 -0.0983 -0.7357
H -0.9567 1.2114 -1.6367
H -2.1264 1.5762 -0.4136
H 1.1852 1.3920 -1.3566
H 2.7710 2.5318 0.3950
H 2.0078 1.5112 1.4438
O -1.5909 -3.0965 -1.4547
H -0.8724 -2.6419 -0.9645
H -1.5105 -3.9492 -1.0081
O 0.6741 -1.8339 -0.7090
H 1.4469 -2.2658 -0.3693
H 0.7108 -0.8717 -0.7872

2.
20
Properties=species:S:1:pos:R:3 method="wB97M-V/def2-TZVPD" de_lowest_kj_mol=99.4 e_homo_ev=-9.26 smiles=CN[C@@H](C)CO.O gap_ev=9.849
C -0.6179 -1.0178 1.9071
N -0.2188 -0.3038 0.6866
C -0.3766 -1.0180 -0.6208
C -0.7773 -2.4979 -0.4877
C -1.3387 -0.1733 -1.4286
O -0.7303 1.0808 -1.7237
H -0.4176 -0.3519 2.7238
H -1.6876 -1.1100 1.8849
H -0.1261 -1.9615 2.1154
H 0.7776 -0.1360 0.8011
H 0.5812 -1.0281 -1.1527
H -0.9871 -2.9055 -1.4709
H 0.0760 -3.0354 -0.0974
H -1.7163 -2.5758 0.0514
H -2.2245 0.0411 -0.8319
H -1.6427 -0.6242 -2.3634
H -0.6025 1.4759 -0.8492
O 3.3052 3.4273 1.3915
H 3.6104 3.8068 0.5628
H 3.4669 2.4818 1.3193

3.
20
Properties=species:S:1:pos:R:3 method="wB97M-V/def2-TZVPD" de_lowest_kj_mol=231.3 e_homo_ev=-9.15 smiles="C=CO.CN.CO" gap_ev=9.680
C -1.1885 1.6020 -0.3048
C -0.2649 1.7299 -1.2770
O -0.0992 0.7614 -2.2201
H -1.8753 0.7717 -0.3433
H -1.5151 2.4803 0.2266
H 0.3024 2.6448 -1.4119
H 0.6062 0.9943 -2.8307
C 1.7834 0.3199 0.5044
N 0.6913 0.1212 1.4521
H 2.2308 1.3193 0.4879
H 1.5540 -0.1453 -0.4466
H 2.4412 -0.3957 1.0480
H 0.9399 0.5009 2.3591
H -0.1644 0.6970 1.0382
C -1.1724 -2.3237 0.0623
O -0.1005 -2.5576 0.9420
H -0.8844 -1.6628 -0.7654
H -2.0342 -1.8799 0.5811
H -1.4809 -3.2870 -0.3487
H 0.2306 -1.6908 1.2467

4.
20
Properties=species:S:1:pos:R:3 method="wB97M-V/def2-TZVPD" de_lowest_kj_mol=174.7 e_homo_ev=-7.84 smiles="C/C=C(/C)N.O.O" gap_ev=8.428
C -0.2827 0.9272 -1.9526
C -0.0687 -0.3803 -1.1528
C 0.1314 -0.3518 0.1918
C 0.5285 -1.6177 0.9614
N 0.0233 0.8666 0.9173
H -0.4248 1.9881 -1.3964
H 0.5821 1.0477 -2.7873
H -1.2368 0.7743 -2.5524
H 0.0148 -1.3276 -1.7082
H 0.6381 -1.5050 1.9679
H 1.5283 -1.9701 0.5520
H -0.3614 -2.4085 0.8008
H -0.3097 1.7057 0.3946
H -0.0785 0.8278 1.9627
O -3.5731 -0.3485 1.1065
H -2.6022 -0.4401 1.2739
H -3.6147 0.4619 0.5047
O 3.0896 0.2221 0.3900
H 2.6691 0.8811 0.9439
H 3.3474 0.6470 -0.4178

5.
20
Properties=species:S:1:pos:R:3 method="wB97M-V/def2-TZVPD" total_charge=+1 de_lowest_kj_mol=215.4 e_homo_ev="-13.38 / -13.38" spin_multiplicity=2 gap_ev="9.908 / 5.058" s2=0.754
C 0.5658 -1.4866 1.0203
C -0.9330 -1.7021 0.6077
N -1.9293 -0.6621 0.8740
C -1.9696 0.7006 0.4048
C -0.7489 1.6099 0.7665
O -0.2291 1.2651 2.0476
H 0.7357 -1.8066 2.0347
H 0.7173 -0.4289 0.8376
H 1.1441 -1.9923 0.2542
H -1.2423 -2.5389 1.2384
H -1.0788 -1.9681 -0.4480
H -2.8310 -1.1286 0.8242
H -2.8617 1.1905 0.7891
H -1.9583 0.6935 -0.6950
H 0.0115 1.4010 0.0031
H -1.0796 2.6230 0.5466
H -0.6158 0.4641 2.2357
H 4.4270 1.4874 -5.1123
H 5.0919 1.4241 -3.7554
O 4.7842 0.8551 -4.4739

6.
20
Properties=species:S:1:pos:R:3 method="wB97M-V/def2-TZVPD" total_charge=+1 de_lowest_kj_mol=125.1 e_homo_ev="-14.19 / -14.19" spin_multiplicity=2 gap_ev="10.390 / 7.242" s2=0.777
C -0.6457 0.2514 1.7095
C -0.5508 -0.4268 0.3843
C -1.5658 -0.5814 -0.5973
C 1.6897 -1.1933 0.9365
N 0.7162 -0.8935 -0.0354
H -1.5092 0.9403 1.7788
H -0.6695 -0.5538 2.4358
H 0.2121 0.8384 2.0698
H -2.5843 -0.1769 -0.5177
H -1.4662 -1.4909 -1.1810
H 2.5264 -1.7649 0.4867
H 2.1661 -0.3720 1.5228
H 1.2609 -1.8810 1.6991
H 0.9375 -1.2555 -0.9710
H -3.2473 3.9550 1.0655
H -2.6842 4.6396 -0.1820
O -2.4256 4.2966 0.6771
H 1.6837 -2.0752 -3.0239
H 3.2162 -1.2497 -2.8846
O 2.6019 -1.9873 -2.7516